(1)
{"formula": "C24H30N4O4S", "method": "wB97M-V/def2-TZVPD", "charge": 0, "relative_energy_kcal_mol": 0.0, "e_homo_ev": -8.16, "smiles": "CCN(CC)C(=O)Cn1c(=O)n(CCCCCC(=O)Nc2ccccc2)c(=O)c2sccc21", "elements": ["C", "C", "N", "C", "C", "C", "O", "C", "N", "C", "O", "N", "C", "C", "C", "C", "C", "C", "O", "N", "C", "C", "C", "C", "C", "C", "C", "O", "C", "S", "C", "C", "C", "H", "H", "H", "H", "H", "H", "H", "H", "H", "H", "H", "H", "H", "H", "H", "H", "H", "H", "H", "H", "H", "H", "H", "H", "H", "H", "H", "H", "H", "H"], "coordinates": [[-5.064, -1.777, -2.502], [-4.697, -2.016, -1.041], [-3.782, -1.001, -0.543], [-4.371, 0.214, -0.024], [-4.702, 0.101, 1.464], [-2.460, -1.264, -0.592], [-2.013, -2.312, -1.015], [-1.525, -0.158, -0.083], [-0.162, -0.623, -0.148], [0.655, -0.103, -1.125], [0.300, 0.838, -1.811], [1.888, -0.692, -1.294], [2.682, -0.201, -2.412], [3.376, 1.133, -2.137], [4.592, 1.039, -1.215], [4.292, 0.973, 0.283], [3.537, 2.204, 0.803], [2.046, 1.955, 0.942], [1.600, 0.984, 1.516], [1.264, 2.943, 0.419], [-0.126, 3.061, 0.531], [-0.807, 2.595, 1.652], [-2.172, 2.790, 1.757], [-2.871, 3.440, 0.753], [-2.193, 3.901, -0.364], [-0.828, 3.721, -0.474], [2.407, -1.763, -0.557], [3.492, -2.243, -0.818], [1.518, -2.184, 0.485], [1.846, -3.430, 1.634], [0.299, -3.204, 2.339], [-0.437, -2.233, 1.738], [0.263, -1.636, 0.663], [-5.744, -2.552, -2.845], [-4.166, -1.805, -3.114], [-5.545, -0.810, -2.632], [-4.195, -2.981, -0.947], [-5.593, -2.016, -0.415], [-3.701, 1.058, -0.192], [-5.291, 0.402, -0.584], [-5.386, -0.725, 1.644], [-5.171, 1.019, 1.808], [-3.803, -0.068, 2.050], [-1.766, 0.139, 0.938], [-1.586, 0.715, -0.740], [2.003, -0.079, -3.261], [3.419, -0.975, -2.633], [3.708, 1.517, -3.105], [2.637, 1.830, -1.743], [5.229, 1.910, -1.394], [5.167, 0.151, -1.484], [3.715, 0.082, 0.525], [5.247, 0.888, 0.805], [3.882, 2.431, 1.815], [3.740, 3.074, 0.176], [1.691, 3.581, -0.237], [-0.264, 2.086, 2.431], [-2.693, 2.441, 2.637], [-3.936, 3.596, 0.844], [-2.730, 4.409, -1.152], [-0.300, 4.082, -1.344], [0.011, -3.812, 3.174], [-1.432, -1.968, 2.043]], "forces_ev_per_a": [[0.1, 0.0, 0.3], [0.0, -0.2, -0.2], [-0.3, -0.2, -0.1], [0.0, 0.1, 0.4], [0.0, 0.1, -0.3], [0.1, 0.3, 0.1], [0.1, -0.2, -0.2], [0.0, -0.1, -0.2], [-0.2, 0.1, 0.0], [-0.3, 0.0, 0.2], [0.0, 0.2, -0.3], [0.3, -0.1, -0.1], [0.1, 0.3, -0.4], [0.1, -0.3, 0.0], [-0.1, 0.0, 0.0], [0.1, 0.1, -0.1], [0.0, -0.4, 0.0], [0.3, 0.3, -0.1], [0.0, -0.1, 0.2], [0.0, 0.4, -0.3], [-0.3, 0.0, 0.1], [0.1, 0.0, 0.1], [0.0, 0.1, 0.0], [-0.1, 0.0, 0.0], [0.0, 0.1, 0.0], [0.1, -0.1, 0.1], [-0.3, -0.1, 0.1], [0.2, -0.1, 0.1], [-0.4, -0.2, 0.5], [-0.3, 0.3, -0.2], [0.4, 0.1, -0.2], [-0.1, -0.1, 0.1], [1.0, -0.4, -0.1], [-0.1, -0.1, -0.1], [0.1, 0.0, -0.1], [-0.1, 0.1, -0.1], [-0.2, 0.1, 0.1], [0.0, 0.0, 0.0], [-0.1, 0.0, -0.1], [0.1, 0.1, 0.0], [-0.1, -0.1, 0.0], [-0.1, 0.1, 0.1], [0.1, 0.0, 0.1], [0.0, 0.0, -0.1], [-0.1, -0.1, 0.2], [0.1, -0.1, 0.1], [-0.1, 0.1, 0.0], [-0.1, 0.1, 0.0], [0.0, 0.1, -0.1], [0.1, 0.0, 0.0], [0.1, 0.0, -0.1], [0.1, 0.0, 0.1], [-0.1, 0.0, 0.0], [-0.1, 0.1, 0.0], [0.0, 0.1, 0.0], [0.1, -0.1, 0.2], [0.0, 0.0, 0.0], [0.0, 0.0, 0.1], [-0.1, 0.0, 0.0], [0.0, 0.0, -0.1], [0.1, 0.0, -0.1], [-0.1, -0.1, 0.2], [-0.2, 0.0, 0.1]]}



(2)
{"formula": "C51H76N5O4PtS2Si", "method": "wB97M-V/def2-TZVPD", "spin_multiplicity": 5, "charge": 1, "e_homo_ev": [-7.71, -9.88], "s2": 6.04, "elements": ["Pt", "C", "C", "C", "C", "C", "C", "C", "N", "C", "C", "C", "C", "C", "C", "C", "C", "C", "C", "N", "C", "C", "C", "N", "C", "C", "C", "C", "C", "C", "C", "C", "C", "C", "C", "C", "C", "C", "N", "C", "C", "H", "H", "H", "H", "H", "H", "H", "H", "H", "H", "H", "H", "H", "H", "H", "H", "H", "H", "H", "H", "H", "H", "H", "H", "H", "H", "H", "H", "H", "H", "H", "H", "H", "H", "H", "H", "H", "H", "H", "H", "H", "H", "H", "H", "S", "C", "N", "C", "C", "S", "H", "H", "H", "H", "H", "C", "C", "C", "C", "O", "Si", "O", "O", "C", "C", "C", "C", "O", "C", "C", "C", "C", "H", "H", "H", "H", "H", "H", "H", "H", "H", "H", "H", "H", "H", "H", "H", "H", "H", "H", "H", "H", "H", "H", "H", "H", "H", "H", "H"], "coordinates": [[-1.357, -0.672, 0.620], [-6.550, -1.362, -2.847], [-5.162, -1.307, -3.503], [-4.087, -1.696, -2.541], [-3.519, -2.908, -2.356], [-3.860, -4.202, -3.015], [-4.832, -5.017, -2.148], [-2.531, -2.762, -1.282], [-2.551, -1.468, -0.820], [-3.496, -0.794, -1.554], [-3.896, 0.498, -1.352], [-3.412, 1.358, -0.353], [-3.894, 2.684, -0.117], [-4.966, 3.376, -0.891], [-4.395, 3.991, -2.178], [-3.130, 3.203, 0.900], [-2.203, 2.183, 1.277], [-1.239, 2.314, 2.312], [-0.396, 1.339, 2.729], [-0.367, 0.048, 2.255], [0.610, -0.611, 2.948], [1.001, -1.909, 2.746], [0.479, -2.786, 1.791], [-0.528, -2.496, 0.909], [-0.743, -3.623, 0.180], [-1.709, -3.754, -0.845], [0.147, -4.663, 0.601], [0.917, -4.136, 1.612], [2.010, -4.798, 2.387], [1.554, -5.246, 3.782], [0.190, -6.053, 0.052], [-0.689, -6.998, 0.884], [1.206, 0.291, 3.938], [0.612, 1.491, 3.782], [0.897, 2.761, 4.513], [-0.053, 2.966, 5.700], [2.288, -0.121, 4.882], [3.649, -0.273, 4.181], [-2.402, 1.060, 0.524], [-3.246, 4.556, 1.520], [-4.163, 4.526, 2.750], [-7.318, -1.040, -3.549], [-6.590, -0.719, -1.967], [-6.779, -2.379, -2.530], [-4.972, -0.297, -3.872], [-5.140, -1.979, -4.361], [-2.955, -4.787, -3.189], [-4.321, -4.009, -3.984], [-4.400, -5.219, -1.167], [-5.070, -5.966, -2.626], [-5.761, -4.468, -1.999], [-4.662, 0.884, -2.008], [-5.403, 4.164, -0.276], [-5.765, 2.675, -1.143], [-3.634, 4.733, -1.936], [-5.182, 4.478, -2.753], [-3.930, 3.224, -2.798], [-1.189, 3.278, 2.801], [1.783, -2.302, 3.376], [-1.793, -4.718, -1.324], [2.853, -4.109, 2.486], [2.368, -5.666, 1.831], [1.211, -4.400, 4.378], [2.372, -5.734, 4.312], [0.727, -5.952, 3.707], [1.219, -6.415, 0.057], [-0.155, -6.046, -0.983], [-0.310, -7.063, 1.904], [-0.698, -8.002, 0.459], [-1.713, -6.625, 0.927], [0.810, 3.606, 3.823], [1.928, 2.744, 4.869], [-1.092, 2.916, 5.371], [0.119, 3.936, 6.164], [0.105, 2.188, 6.446], [2.008, -1.069, 5.347], [2.384, 0.614, 5.682], [3.554, -0.836, 3.253], [4.356, -0.785, 4.834], [4.064, 0.705, 3.936], [-3.644, 5.256, 0.783], [-2.258, 4.922, 1.810], [-5.162, 4.193, 2.469], [-4.246, 5.517, 3.197], [-3.777, 3.836, 3.501], [-0.362, 3.304, -0.716], [0.284, 4.805, -0.510], [0.603, 5.354, 0.677], [1.395, 6.575, 0.652], [1.033, 7.270, -0.654], [0.629, 5.913, -1.814], [0.607, 4.759, 1.491], [2.464, 6.339, 0.683], [1.143, 7.195, 1.512], [1.856, 7.853, -1.058], [0.150, 7.899, -0.554], [4.700, -1.944, -2.210], [3.826, -2.299, -1.005], [4.717, -2.741, 0.156], [2.864, -3.424, -1.380], [3.084, -1.162, -0.539], [2.040, -0.120, -1.225], [0.559, -0.158, -0.584], [2.611, 1.403, -1.153], [3.426, 2.178, -0.282], [2.674, 2.442, 1.022], [4.744, 1.466, 0.021], [3.695, 3.496, -1.008], [1.929, -0.546, -2.800], [1.519, 0.099, -4.006], [2.737, 0.802, -4.615], [1.000, -1.001, -4.928], [0.422, 1.128, -3.750], [5.267, -2.820, -2.526], [5.396, -1.144, -1.950], [4.078, -1.611, -3.035], [5.133, -3.727, -0.047], [4.127, -2.783, 1.072], [5.536, -2.035, 0.305], [3.410, -4.263, -1.811], [2.139, -3.058, -2.111], [2.327, -3.762, -0.497], [2.528, 1.503, 1.559], [1.688, 2.863, 0.807], [3.242, 3.127, 1.652], [4.539, 0.511, 0.503], [5.371, 2.075, 0.671], [5.286, 1.273, -0.906], [2.750, 3.962, -1.294], [4.271, 3.311, -1.915], [4.259, 4.178, -0.371], [3.478, 0.073, -4.944], [3.183, 1.445, -3.857], [2.433, 1.411, -5.466], [1.773, -1.751, -5.096], [0.697, -0.585, -5.889], [0.141, -1.491, -4.467], [0.836, 1.969, -3.199], [-0.373, 0.681, -3.149], [0.013, 1.483, -4.695]], "forces_ev_per_a": [[0.0, 0.0, 0.0], [0.1, 0.0, -0.1], [-0.1, 0.0, 0.3], [0.2, -0.5, -0.1], [-0.3, 0.4, -0.2], [-0.1, 0.0, 0.2], [0.1, 0.0, -0.1], [0.5, -0.4, 0.2], [0.1, 0.2, 0.2], [-0.1, 0.5, 0.2], [0.1, -0.3, -0.1], [0.0, 0.0, -0.2], [0.2, 0.2, 0.4], [0.2, 0.0, -0.2], [-0.1, 0.0, 0.1], [-0.3, -0.1, -0.4], [-0.2, -0.2, 0.3], [0.1, -0.2, 0.1], [-0.4, 0.4, -0.2], [0.1, -0.2, -0.1], [0.0, -0.4, -0.2], [0.0, 0.2, 0.0], [0.1, 0.1, 0.2], [0.1, -0.2, -0.1], [0.1, -0.1, 0.0], [-0.3, 0.3, -0.2], [0.2, 0.1, 0.3], [-0.2, -0.1, -0.3], [-0.2, 0.0, 0.2], [0.1, 0.0, -0.1], [-0.2, 0.1, 0.2], [0.1, 0.0, -0.1], [-0.1, 0.4, 0.1], [0.4, -0.3, 0.1], [-0.2, -0.1, 0.1], [0.1, 0.1, -0.1], [0.2, 0.0, -0.2], [-0.1, 0.1, 0.1], [0.1, 0.2, 0.0], [-0.1, -0.1, 0.2], [0.1, 0.1, -0.1], [0.0, 0.0, 0.0], [0.0, 0.0, 0.0], [0.0, 0.0, 0.0], [0.0, 0.0, -0.1], [0.0, 0.0, 0.0], [0.0, 0.0, -0.1], [0.1, 0.0, 0.0], [0.0, 0.0, 0.0], [0.0, 0.0, 0.0], [0.0, 0.0, 0.0], [0.0, 0.0, 0.0], [-0.1, -0.1, 0.0], [-0.1, 0.0, 0.1], [0.0, 0.0, 0.0], [0.0, 0.0, 0.0], [0.0, 0.0, 0.0], [0.0, 0.0, 0.0], [0.0, 0.0, 0.0], [0.0, 0.0, 0.0], [0.1, 0.0, 0.0], [0.0, 0.0, 0.0], [0.0, 0.0, 0.0], [0.0, 0.0, 0.0], [0.0, 0.0, 0.0], [0.0, 0.0, -0.1], [0.1, -0.1, 0.0], [0.0, 0.0, 0.0], [0.0, 0.0, 0.0], [0.0, 0.0, 0.0], [0.1, 0.0, 0.0], [0.0, 0.0, 0.0], [0.0, 0.0, 0.1], [0.0, 0.0, 0.1], [0.0, 0.0, 0.0], [0.0, 0.0, 0.0], [-0.1, 0.0, 0.0], [0.1, 0.0, 0.0], [0.0, 0.0, 0.0], [0.0, 0.0, 0.0], [0.1, 0.0, 0.0], [0.0, 0.1, -0.1], [0.0, 0.0, 0.0], [0.0, 0.0, 0.0], [0.0, 0.0, 0.0], [0.2, 0.2, -0.5], [-0.3, -0.1, 0.1], [0.1, 0.1, 0.0], [0.1, 0.0, 0.0], [-0.1, -0.2, -0.2], [0.1, 0.1, 0.1], [-0.1, -0.1, 0.0], [0.0, 0.0, 0.0], [0.1, 0.0, 0.0], [0.0, 0.0, 0.0], [0.0, 0.0, 0.1], [-0.2, 0.2, 0.2], [0.4, -0.6, -0.2], [-0.2, 0.2, 0.0], [-0.1, 0.3, 0.1], [-0.5, 0.3, 0.1], [2.9, 0.0, -1.7], [-1.8, 0.2, 0.7], [-0.6, -0.5, 0.1], [0.5, 0.6, 0.5], [-0.2, -0.2, -0.1], [-0.2, -0.2, -0.2], [-0.2, -0.2, -0.1], [-0.3, -0.1, 0.8], [-0.3, 0.3, -0.7], [-0.1, -0.3, 0.3], [0.1, 0.0, 0.2], [0.2, -0.2, 0.3], [0.0, 0.0, 0.0], [0.0, 0.0, 0.0], [0.0, 0.0, -0.1], [0.0, 0.0, 0.0], [0.0, -0.1, 0.0], [0.0, 0.0, 0.0], [0.0, 0.0, 0.0], [0.0, -0.1, -0.1], [0.0, 0.0, 0.0], [0.0, 0.0, 0.1], [0.1, -0.1, 0.0], [0.0, 0.0, 0.1], [0.1, 0.0, 0.1], [0.0, 0.0, 0.0], [0.0, 0.0, 0.0], [0.1, 0.0, 0.0], [0.0, 0.0, 0.0], [0.0, 0.0, 0.0], [0.0, 0.0, 0.0], [0.0, 0.1, 0.0], [0.0, 0.0, 0.0], [0.0, 0.0, 0.0], [0.0, 0.0, 0.0], [0.0, 0.0, 0.0], [-0.1, 0.2, 0.1], [-0.1, 0.0, -0.1], [0.0, 0.0, 0.0]]}



(3)
{"formula": "C3H10N2O3", "method": "wB97M-V/def2-TZVPD", "charge": 0, "relative_energy_kcal_mol": 97.5, "e_homo_ev": -9.40, "smiles": "CC(=O)NO.CON", "elements": ["C", "C", "O", "N", "O", "H", "H", "H", "H", "H", "C", "O", "N", "H", "H", "H", "H", "H"], "coordinates": [[0.716, -2.095, 0.285], [-0.551, -1.292, 0.374], [-0.958, -0.727, 1.380], [-1.247, -1.202, -0.778], [-2.390, -0.392, -0.783], [1.526, -1.429, -0.010], [0.633, -2.892, -0.451], [0.943, -2.516, 1.261], [-0.849, -1.301, -1.698], [-2.452, -0.115, 0.156], [0.295, 2.024, -0.937], [0.963, 1.059, -0.191], [0.909, 1.601, 1.250], [0.580, 1.906, -1.984], [-0.790, 1.988, -0.791], [0.663, 2.990, -0.483], [0.210, 0.993, 1.690], [1.797, 1.399, 1.711]], "forces_ev_per_a": [[0.0, 0.0, 0.1], [0.3, 0.2, -0.5], [-0.3, -0.1, 0.3], [-0.6, 0.0, 0.1], [0.3, -0.1, 0.1], [0.0, 0.1, 0.0], [0.0, -0.1, 0.0], [0.0, 0.0, 0.0], [0.0, 0.0, 0.1], [0.2, -0.1, -0.2], [0.3, 1.9, 0.7], [0.7, -0.2, 3.0], [-0.4, -0.7, -1.5], [-0.1, 0.0, 0.0], [0.0, -0.1, -0.2], [-0.6, -0.5, -1.2], [0.2, 0.0, -0.2], [0.0, -0.3, -0.7]]}



(4)
{"formula": "C23H25IrN7O7PS2", "method": "wB97M-V/def2-TZVPD", "spin_multiplicity": 6, "charge": 1, "relative_energy_kcal_mol": 18.4, "e_homo_ev": [-9.91, -11.27], "s2": 8.77, "elements": ["Ir", "N", "N", "C", "N", "S", "H", "H", "H", "H", "H", "O", "N", "C", "C", "C", "C", "C", "C", "C", "P", "C", "C", "C", "C", "C", "C", "C", "C", "C", "C", "C", "C", "H", "H", "H", "H", "H", "H", "H", "H", "H", "H", "H", "H", "H", "H", "H", "H", "N", "C", "C", "N", "C", "H", "H", "H", "H", "O", "S", "O", "O", "O", "O", "N", "O"], "coordinates": [[-0.029, -0.212, -0.295], [2.344, -0.083, -1.028], [2.934, 1.081, -0.507], [2.198, 2.169, -0.255], [2.769, 3.220, 0.338], [0.602, 2.315, -0.797], [2.648, -0.882, -0.412], [2.695, -0.247, -1.972], [3.799, 0.956, 0.013], [3.735, 3.218, 0.620], [2.209, 4.039, 0.511], [-2.772, -0.266, -1.578], [-2.358, 0.179, -0.329], [-3.107, 1.121, 0.123], [-3.114, 1.693, 1.445], [-4.269, 2.413, 1.807], [-4.460, 2.862, 3.096], [-3.492, 2.611, 4.060], [-2.328, 1.953, 3.705], [-2.120, 1.499, 2.409], [-0.438, 0.682, 2.119], [0.573, 2.054, 2.743], [1.747, 1.847, 3.464], [2.450, 2.930, 3.965], [2.010, 4.223, 3.724], [0.886, 4.434, 2.938], [0.174, 3.356, 2.443], [-0.709, -0.618, 3.345], [-0.163, -0.624, 4.621], [-0.469, -1.656, 5.489], [-1.302, -2.687, 5.086], [-1.873, -2.668, 3.823], [-1.587, -1.629, 2.960], [-2.493, -1.196, -1.627], [-3.918, 1.456, -0.527], [-5.030, 2.597, 1.064], [-5.362, 3.393, 3.359], [-3.639, 2.941, 5.077], [-1.562, 1.778, 4.449], [2.107, 0.839, 3.611], [3.340, 2.764, 4.552], [2.545, 5.063, 4.140], [0.556, 5.439, 2.722], [-0.694, 3.515, 1.818], [0.500, 0.165, 4.941], [-0.058, -1.653, 6.488], [-1.507, -3.507, 5.757], [-2.540, -3.461, 3.518], [-2.029, -1.588, 1.973], [0.097, -0.365, -4.715], [0.005, -1.699, -4.448], [-0.165, -1.802, -3.100], [-0.181, -0.551, -2.556], [-0.023, 0.295, -3.553], [0.222, 0.046, -5.628], [0.069, -2.454, -5.205], [-0.264, -2.679, -2.497], [0.017, 1.362, -3.454], [1.554, -2.298, 2.763], [1.703, -1.686, 1.489], [3.038, -1.701, 0.909], [1.375, -0.166, 1.584], [0.726, -2.201, 0.472], [-1.179, -4.159, 1.055], [-1.021, -3.470, 0.116], [-1.647, -2.584, -0.400]], "forces_ev_per_a": [[-0.1, 1.1, 0.2], [0.1, -0.1, 0.1], [0.5, -0.1, 0.3], [0.0, 0.4, -0.4], [0.2, -0.4, -0.1], [-0.4, -0.2, -0.1], [0.3, 0.4, -0.3], [-0.3, 0.2, 0.1], [-0.2, -0.1, -0.1], [0.0, 0.0, 0.0], [0.0, -0.1, 0.1], [-0.6, 0.2, -0.2], [0.1, 0.0, 0.1], [-0.2, -0.4, -0.9], [0.3, 0.4, 0.9], [0.2, -0.2, -0.3], [0.0, 0.0, 0.1], [0.1, 0.0, -0.1], [-0.2, 0.1, 0.0], [0.5, -0.2, -0.2], [-1.5, 0.2, 0.0], [0.2, -0.1, -0.2], [-0.1, 0.0, -0.1], [0.1, 0.0, 0.1], [0.0, -0.1, 0.0], [0.0, 0.1, 0.0], [0.0, -0.1, 0.1], [-0.1, 0.0, 0.0], [0.0, 0.1, -0.1], [0.0, 0.0, 0.1], [0.0, 0.0, 0.0], [0.0, 0.0, 0.1], [0.2, 0.2, 0.0], [0.0, 0.3, 0.1], [0.0, -0.2, 0.0], [-0.1, 0.0, -0.1], [-0.1, 0.0, 0.0], [0.0, 0.0, 0.1], [0.0, 0.0, 0.1], [0.0, 0.0, 0.1], [0.1, 0.0, 0.1], [0.1, 0.1, 0.0], [0.0, 0.1, 0.0], [-0.1, 0.1, 0.1], [0.0, 0.0, 0.1], [0.1, 0.0, 0.0], [-0.1, 0.0, 0.1], [0.0, -0.1, 0.0], [-0.1, -0.1, -0.1], [0.0, 0.1, -0.1], [0.0, -0.5, 0.2], [0.1, -0.2, -0.5], [0.0, 0.1, 0.3], [0.0, 0.3, 0.3], [0.0, 0.0, 0.1], [0.0, -0.1, -0.2], [0.0, -0.2, 0.1], [0.0, 0.2, 0.0], [0.1, -0.2, 0.0], [1.3, -0.5, 1.1], [0.2, -0.4, 0.1], [0.2, -0.2, -0.2], [0.3, 0.9, -0.4], [-0.2, 0.4, -0.4], [-0.3, -1.1, -0.1], [-0.4, -0.2, 0.3]]}